2 unconnected molecules or ions with the total composition C3H9NO3 at a distorted geometry, computed with the ωB97M-V functional and the def2-TZVPD basis.

```
16
Properties=species:S:1:pos:R:3:forces:R:3:mulliken_charge:R:1
O -0.609519 2.576149 0.970359 -0.94 2.02 1.50 -0.44
H 0.659929 -0.554990 1.612086 -0.47 -0.21 -0.23 0.31
C -0.046214 1.676213 0.475072 1.97 -0.65 -2.72 -0.20
C -0.689127 0.367506 0.138072 -0.18 0.64 -2.13 0.52
H -0.449994 -2.368941 0.751232 0.23 -0.29 -0.10 0.31
H 2.674831 -0.632971 -2.621439 -1.02 -2.01 1.84 0.33
H 0.319537 -0.967329 -1.114699 1.87 -2.66 0.62 0.13
H -1.765973 0.526386 -0.197726 1.06 -0.17 1.60 0.32
H 2.505975 -1.624618 -1.308199 0.97 0.37 0.73 0.32
H -0.697443 -0.258760 -1.878651 -2.18 0.32 -1.55 0.23
O -1.070143 -1.703447 1.036524 0.15 -1.37 0.49 -0.52
O 2.188933 -1.409686 -2.168693 0.41 1.32 -2.69 -0.66
N -0.060125 -0.095525 -1.173263 0.17 2.69 2.98 -0.52
H -1.006950 -0.199306 2.332157 1.31 0.37 -1.80 0.29
H 1.039630 1.767238 0.037940 -1.14 -0.16 0.89 0.26
C -0.420133 -0.497412 1.369294 -2.21 -0.20 0.57 -0.69
```
Forces are in eV/Å.

Summary:
ΔE to the lowest compared entry with this formula, charge and spin   72.4 kcal per mole
SMILES string   N[C@H](C=O)CO.O
Orbital gap   9.7 eV
LUMO energy   0.4 eV


A molecular structure, C30H26N10OS2W, computed with the ωB97M-V functional and the def2-TZVPD basis.

```
70
Properties=species:S:1:pos:R:3:forces:R:3:mulliken_charge:R:1
H -2.234356 -4.551063 -0.189442 0.00 -0.01 0.00 0.42
H -4.844884 6.179444 -4.462936 0.00 0.00 0.00 0.53
C -4.782638 5.514423 -1.136891 0.00 -0.03 0.00 -0.83
N -1.021418 1.581203 0.241442 -0.13 -0.01 -0.02 -0.10
O -2.919345 2.721163 -4.875706 0.09 -0.01 0.05 -0.27
H -3.563412 2.638703 -2.452629 0.00 0.00 0.00 0.57
H -1.532395 0.307067 5.032696 0.00 0.00 -0.01 0.52
H -2.984823 0.813990 -0.218028 -0.02 0.01 0.00 0.49
H 1.443261 -1.379735 -5.416624 0.00 0.00 0.02 0.52
C -0.696005 2.876009 0.562329 -0.02 0.01 0.00 -0.57
C -4.150692 4.357461 -3.578422 0.01 -0.02 0.05 0.07
C -4.684936 5.642725 -3.537683 -0.01 0.02 -0.01 -0.90
C -1.950992 1.355229 -6.628646 0.04 -0.04 0.01 -0.05
C 0.851337 -3.474252 0.496082 0.11 0.01 -0.02 0.44
H 1.344978 -5.174378 1.709607 0.00 0.01 0.01 0.36
C 1.493585 0.632665 2.747916 0.03 0.05 -0.07 -0.18
N -3.638999 3.150412 -6.906552 0.10 -0.10 -0.08 -0.44
H 2.123417 0.205509 -5.795752 0.03 -0.01 0.05 0.29
S 1.727744 -1.953913 0.294366 0.00 -0.04 0.02 -0.22
H 0.300200 3.212083 0.804677 0.00 -0.01 0.00 0.51
H -2.976427 1.002625 -8.473464 0.00 0.00 0.00 0.53
N -4.260755 4.021600 -6.031338 -0.03 0.08 0.12 -0.45
H 0.507286 -1.388994 -7.761067 0.00 0.00 0.00 0.46
C -3.812709 3.744165 -4.858425 -0.08 -0.01 -0.12 0.54
C -0.665611 0.420985 4.397680 0.01 0.00 0.01 -0.68
C 1.667409 -4.701262 0.781658 0.00 0.01 -0.02 -1.55
H -5.401799 7.216982 -2.280714 0.00 0.00 0.00 0.42
C -3.952757 3.650031 -2.400265 0.02 -0.01 -0.02 -0.14
W 0.234976 -0.253072 0.109518 0.00 -0.23 0.29 1.04
H 2.724310 -4.459593 0.868757 0.00 -0.01 0.01 0.43
C -2.139686 0.719944 -7.849325 -0.01 0.00 -0.02 -0.94
N -1.721050 3.678777 0.563337 0.02 -0.01 0.01 -0.84
H -1.396678 -0.772455 -9.191530 0.00 0.00 0.00 0.42
C 1.245049 -0.308921 -5.407744 -0.03 0.03 -0.12 -1.30
H 2.542530 1.514796 4.386754 0.00 -0.01 -0.01 0.52
C 1.609974 1.094478 4.038478 0.02 -0.04 0.07 -0.69
H -4.315077 4.035400 0.966565 0.03 -0.02 0.02 0.43
H -1.839641 -4.652333 1.523257 0.00 -0.01 0.00 0.30
N 0.654405 1.814094 7.327845 0.00 0.01 0.00 -0.32
C -0.480428 -3.450417 0.380880 -0.12 0.01 -0.06 0.66
C 0.509556 0.985355 4.885638 0.02 0.02 -0.01 0.65
N 1.127376 0.110031 -4.007048 -0.01 -0.06 -0.02 0.61
H 2.340938 0.664301 2.072777 0.01 -0.01 0.00 0.53
S -1.237068 -1.890135 0.021546 -0.08 0.03 -0.01 -0.35
H -0.728217 1.554470 -4.892669 0.01 0.00 0.01 0.63
C 0.591253 1.445677 6.243001 -0.02 -0.03 -0.02 -0.31
H 0.178217 -1.536513 -3.049050 0.01 0.00 -0.02 0.52
N 0.613411 0.247049 -1.912682 0.13 0.06 -0.09 -0.17
C -0.709740 0.009961 3.083143 -0.06 -0.01 0.02 -0.04
C -4.114520 3.424981 0.089245 -0.07 0.06 -0.06 -1.15
C 1.217665 1.399996 -2.363518 -0.07 -0.01 -0.04 -0.40
C -0.872069 1.012941 -5.818443 -0.02 0.01 0.00 -0.18
H -0.883142 -5.554230 0.348846 0.01 0.00 -0.01 0.41
C 0.581536 -0.538415 -3.001676 0.03 0.01 0.07 0.13
N 0.349546 0.116290 2.262123 0.08 0.17 -0.09 0.03
C -1.252556 -0.268353 -8.245966 0.01 -0.01 -0.01 -0.59
N 1.538358 1.340093 -3.620252 -0.03 0.03 0.03 -0.74
C -2.345574 1.640745 0.048101 0.07 -0.01 -0.03 -0.24
H -5.025417 5.971403 -0.185550 0.00 0.00 0.00 0.40
N -2.757807 2.879829 0.238621 -0.02 -0.02 0.01 0.87
H 1.406667 2.265858 -1.749883 0.01 0.01 -0.01 0.52
C 0.015322 0.030217 -6.222326 0.01 0.00 0.04 1.19
C -4.995868 6.215642 -2.317077 0.00 0.01 0.00 -0.69
C -1.409572 -4.617296 0.520058 0.00 0.04 0.01 -1.42
C -4.270543 4.225252 -1.179334 0.02 0.00 0.03 1.07
C -0.181598 -0.617680 -7.437450 0.01 0.00 0.01 -0.91
H 1.552905 -5.434030 -0.018977 0.00 0.00 0.00 0.37
C -2.861222 2.411180 -6.198510 -0.12 0.06 -0.01 0.50
H -1.608117 -0.422252 2.665487 0.01 0.00 -0.01 0.49
H -4.788549 2.567590 0.098813 0.01 0.00 0.04 0.26
```
Forces are in eV/Å.

Summary:
ΔE to the lowest compared entry with this formula, charge and spin   3.6 kcal per mole
Net charge   +2
Orbital gap (spin up / spin down)   5.6 / 5.6 eV
LUMO energy (spin up / spin down)   -7.3 / -7.4 eV


A gas-phase ion, C5H12N3O2 (charge +1) at a distorted geometry, computed with the ωB97M-V functional and the def2-TZVPD basis.

```
22
Properties=species:S:1:pos:R:3:forces:R:3:mulliken_charge:R:1
C -2.554695 1.281278 -1.079444 -0.34 0.94 0.44 -0.46
N -0.325220 -2.690440 -0.375779 0.06 -0.14 -0.18 -0.28
H 1.551198 -2.574481 0.287516 -0.33 0.26 -0.03 0.39
C -1.522078 -2.087465 -0.819740 -0.38 -0.42 -0.54 0.27
O -2.434167 -2.770506 -1.184658 0.10 -0.10 -0.11 -0.49
O -2.164215 0.002583 -1.538714 0.37 -2.06 -0.10 -0.14
H 2.490521 0.658010 -0.091965 -0.08 -0.02 -0.08 0.38
H -3.636869 1.274060 -0.914530 0.19 -0.10 -0.01 0.28
H 1.059687 1.266834 -0.872801 0.00 -0.11 -0.06 0.31
C 1.398668 0.519582 -0.149155 0.22 0.17 0.34 -0.09
H -0.409203 -3.662080 -0.102035 0.24 0.10 0.23 0.27
H 0.529107 -1.514778 1.104073 0.02 -0.32 -0.41 0.40
H 1.322944 -1.086001 -1.718351 -0.03 -0.26 -0.05 0.50
C 0.786190 0.802133 1.220745 -0.03 0.07 -0.16 -1.46
C 1.091649 -0.809038 -0.703908 -0.37 0.42 -0.49 -0.62
H 1.306002 0.278824 2.020961 0.07 -0.05 0.15 0.44
H -2.324823 1.998289 -1.867628 0.05 -0.13 0.04 0.25
H -2.044647 1.543550 -0.152388 0.02 -0.09 -0.10 0.25
H 0.860196 1.864427 1.434625 0.04 0.02 0.11 0.33
N 0.755889 -1.917910 0.168954 -0.37 -0.28 0.51 0.09
N -1.507748 -0.729645 -0.641826 0.62 2.09 0.44 0.02
H -0.269755 0.536483 1.233682 -0.06 0.02 0.07 0.39
```
Forces are in eV/Å.

Summary:
ΔE to the lowest compared entry with this formula, charge and spin   126.4 kcal per mole
Net charge   +1
Orbital gap (spin up / spin down)   8.2 / 8.8 eV
LUMO energy (spin up / spin down)   -5.1 / -4.7 eV


A molecular structure, C12H17BF4N3STi at a distorted geometry, computed with the ωB97M-V functional and the def2-TZVPD basis.

```
39
Properties=species:S:1:pos:R:3:forces:R:3:lowdin_spin:R:1
Ti -0.581151 1.165823 -0.245121 -0.15 -0.70 -0.74 0.81
H 0.594401 -0.745101 1.957585 -0.01 0.08 -0.06 0.00
C -0.751401 -2.980080 -0.880703 0.03 0.09 0.19 0.00
H -1.816655 -0.609534 1.971318 0.05 0.06 -0.04 0.00
B -3.103421 2.329232 -1.851188 -0.15 0.07 0.68 0.00
C 3.482593 1.826866 -1.285107 0.05 0.01 0.12 0.00
S -2.069145 3.386439 2.070614 0.57 -0.71 -0.48 0.11
C 0.519776 -1.296451 1.017773 0.19 -0.39 0.23 0.00
C 1.991656 2.198453 0.965591 0.03 0.02 0.04 0.01
H 1.432166 -1.143685 0.443125 -0.06 0.13 -0.03 0.00
C -1.331743 2.389888 1.206656 -1.22 1.98 1.69 0.04
C 4.043315 2.504917 -0.210140 -0.12 -0.08 -0.06 0.01
C 0.278582 -2.817997 1.271332 -0.13 0.13 -0.01 0.00
H 4.044964 1.653270 -2.191192 -0.04 0.00 -0.02 0.00
F -2.412408 3.345718 -1.356108 -0.08 -0.15 -0.30 0.00
H -1.605934 -3.394736 -1.412542 0.02 0.02 -0.03 0.00
N 1.426883 1.566266 -0.085468 0.70 0.31 0.04 0.01
C 2.183012 1.377739 -1.188236 0.22 -0.05 -0.10 0.00
H 0.117129 -3.014859 2.330492 0.04 0.02 0.00 0.00
H 0.244021 -1.177798 -1.648559 -0.03 0.10 0.02 0.00
H -2.249097 -2.906207 2.088020 0.01 0.04 0.01 0.00
F -0.541376 1.394312 -1.969660 0.07 0.55 -0.98 0.00
C -1.898062 -1.046407 0.974006 -0.40 -0.23 0.16 0.00
H 1.725417 0.862792 -2.021341 -0.07 0.05 0.00 0.00
H -1.529141 -1.080565 -1.663811 0.03 0.10 0.04 0.00
C 3.283156 2.676641 0.940003 0.01 0.02 0.04 0.00
H 0.146155 -3.479112 -1.243065 0.00 0.04 -0.03 0.00
H -2.940763 -2.916654 0.467866 -0.02 0.05 0.02 0.00
N -0.634091 -0.759637 0.229935 0.26 -0.96 0.29 -0.01
F -2.932979 1.160243 -1.168218 0.03 0.16 -0.10 0.01
C -2.081737 -2.598847 1.057046 0.11 0.01 -0.09 0.00
H 1.378023 2.317230 1.849677 -0.01 0.05 -0.02 0.00
H 5.052295 2.889552 -0.272846 0.01 0.00 0.04 0.00
C -0.664469 -1.439601 -1.104181 -0.07 -0.60 -0.35 0.00
F -3.977217 2.419199 -2.788260 0.08 -0.05 -0.21 0.00
N -0.896790 -3.248727 0.538631 -0.05 -0.29 0.05 0.00
H 3.679178 3.190130 1.804429 0.00 -0.02 0.01 0.00
H -2.746956 -0.600157 0.451542 0.08 0.12 -0.02 0.00
H 1.141826 -3.398543 0.950097 0.01 0.03 0.00 0.00
```
Forces are in eV/Å.

Summary:
ΔE to the lowest compared entry with this formula, charge and spin   11.9 kcal per mole
<S²>   0.76
Net charge   +2
Multiplicity   2
Orbital gap (spin up / spin down)   6.0 / 6.1 eV
LUMO energy (spin up / spin down)   -8.9 / -8.8 eV


A single C6H10O molecule, computed with the ωB97M-V functional and the def2-TZVPD basis.

```
17
Properties=species:S:1:pos:R:3:forces:R:3:mulliken_charge:R:1
C -1.070554 -1.043504 -0.563631 0.27 -0.11 0.18 -0.25
H -0.650127 1.659632 1.357254 -0.29 0.16 -0.07 0.39
H -2.614419 0.391643 -0.103139 0.40 0.04 0.30 0.33
C -1.521269 0.347831 -0.229829 0.17 0.00 0.03 -0.74
C 1.521837 0.427770 0.429698 0.05 0.08 -0.07 -0.45
H -1.386318 0.122471 1.908567 0.12 0.23 0.05 0.27
H -1.701857 -1.851755 -0.199422 0.08 -0.02 -0.28 0.31
H 0.667129 -2.200785 -0.467202 -0.09 -0.13 -0.67 0.28
C 0.229905 -1.249155 -0.762313 -0.14 -0.15 -0.16 -0.15
C 1.187586 -0.102945 -0.987503 -0.07 0.02 -0.03 -0.62
H -1.300232 1.113016 -0.986883 0.26 -0.28 0.19 0.27
C -0.772839 0.596298 1.137946 -0.12 0.18 0.19 -0.48
H 2.066616 -0.450524 -1.540871 0.01 0.17 0.26 0.37
H 2.483930 0.024100 0.773516 -0.42 -0.09 0.13 0.29
H 0.736841 0.697612 -1.584271 -0.04 -0.26 0.04 0.22
H 1.611769 1.523235 0.493305 -0.07 -0.09 -0.31 0.31
O 0.512004 -0.004937 1.324775 -0.15 0.26 0.22 -0.35
```
Forces are in eV/Å.

Summary:
ΔE to the lowest compared entry with this formula, charge and spin   30.7 kcal per mole
SMILES string   C1=CCCOCC1
Orbital gap   10.1 eV
LUMO energy   1.1 eV


Number 1: molar mass 107.11 g/mol. Number 2: molar mass 790.58 g/mol. Number 3: molar mass 146.17 g/mol. Number 4: molar mass 370.03 g/mol. Number 5: molar mass 98.14 g/mol.